Molecular formula: C12H16AuN2O11P2SSe
Method: DFT, ωB97M-V with the def2-TZVPD basis set

ORCA input file:
```
! RIJCOSX wB97M-V def2-TZVPD def2/J DEFGRID3
* xyz -1 1
Au -0.0364 0.8458 1.3530
C 1.3092 -5.3062 -1.2696
C 1.4219 -3.8066 -1.3007
C 2.5867 -3.1697 -0.8870
C 2.6807 -1.7885 -0.8834
C 1.5927 -1.0357 -1.2968
C 0.4248 -1.6458 -1.7274
C 0.3495 -3.0278 -1.7285
S 1.7369 0.7225 -1.2204
O 3.0334 1.0726 -1.7310
O 0.5676 1.2531 -1.9100
N 1.6462 1.1921 0.3235
C 2.8370 1.5304 1.1039
C 2.9110 0.8189 2.4882
O 4.0337 0.4609 2.8555
O 1.8027 0.6737 3.0695
H 2.2226 -5.7605 -0.8885
H 1.1179 -5.7078 -2.2669
H 0.4855 -5.6177 -0.6250
H 3.4227 -3.7592 -0.5321
H 3.5803 -1.2971 -0.5359
H -0.4137 -1.0456 -2.0442
H -0.5647 -3.5113 -2.0551
H 2.7992 2.6022 1.3199
H 3.7358 1.2984 0.5410
C -3.7960 2.4684 -0.9943
C -2.6352 1.9537 -0.1493
O -1.8863 0.9755 -0.8426
P -1.6282 3.3400 0.4794
O -2.5978 4.1485 1.3958
O -1.2995 4.3293 -0.7156
O -0.3297 2.8976 1.1046
P -3.1973 1.1472 1.4278
O -3.9099 -0.2016 0.9668
O -4.1619 2.0896 2.0543
O -1.9352 0.8147 2.2193
H -3.4136 2.9616 -1.8890
H -4.4229 3.1640 -0.4389
H -4.4033 1.6147 -1.2942
H -1.1559 1.3384 -1.3846
H -3.2908 3.5447 1.8124
H -0.3533 4.3233 -0.9169
H -3.2529 -0.8880 0.7825
Se 1.6936 -3.0388 2.7980
C 0.7164 -1.8460 2.0146
N -0.0237 -1.1277 1.4179
*
```

The electronic energy is -5022.309556 hartree. For the energy above the lowest of the compared OMol25 structures with the same formula, charge and spin, the calculation gives 0.0 kcal/mol. The value obtained for the HOMO-LUMO gap is 6.21 eV. The HOMO energy is -5.325 eV. The value obtained for the max |F| is 0.69 eV Å⁻¹.